(1)
ORCA calculation (ωB97M-V with the def2-TZVPD basis set) on a 2-piece molecular cluster, C2H4N2O2 overall at a distorted geometry.

Computed properties:
molar mass: 88.07 u
HOMO level: -9.00 eV
Kohn-Sham gap: 7.84 eV
energy relative to the best compared isomer or geometry (same formula, charge and spin): 97.1 kcal per mole

The geometry in ORCA input format:
```
! RIJCOSX wB97M-V def2-TZVPD def2/J DEFGRID3
* xyz 0 1
O -1.231 1.402 0.866
C -1.770 0.642 -0.115
N -1.399 -0.457 -0.630
C 1.836 -0.760 0.136
N 1.317 0.307 0.614
O 1.653 -1.529 -0.741
H -2.791 0.971 -0.339
H -0.536 -0.515 -1.191
H -0.302 1.074 0.937
H 1.464 0.867 -0.230
*
```


(2)
ORCA calculation (ωB97M-V with the def2-TZVPD basis set) on the molecule C2H4N2O2 at a distorted geometry.

Computed properties:
molar mass: 88.07 u
HOMO level: -9.58 eV
Kohn-Sham gap: 9.92 eV
energy relative to the best compared isomer or geometry (same formula, charge and spin): 134.9 kcal per mole

The geometry in ORCA input format:
```
! RIJCOSX wB97M-V def2-TZVPD def2/J DEFGRID3
* xyz 0 1
C 0.926 0.721 1.405
C 0.117 0.660 0.347
N -0.425 -0.530 -0.120
N -0.752 -0.735 -1.476
O -0.927 0.240 -2.183
O -0.942 -1.891 -1.716
H 1.452 1.559 1.533
H 1.411 -0.123 1.814
H -0.276 1.558 -0.052
H -0.583 -1.461 0.448
*
```


(3)
ORCA calculation (ωB97M-V with the def2-TZVPD basis set) on a 2-piece molecular cluster, C2H4N2O2 overall at a distorted geometry.

Computed properties:
molar mass: 88.07 u
HOMO level (alpha / beta): -9.89 / -9.23 eV
Kohn-Sham gap (alpha / beta): 9.10 / 7.35 eV
energy relative to the best compared isomer or geometry (same formula, charge and spin): 144.9 kcal per mole

The geometry in ORCA input format:
```
! RIJCOSX wB97M-V def2-TZVPD def2/J DEFGRID3
* xyz 0 1
C 1.065 -0.139 1.129
C -0.429 0.906 -0.312
N -0.252 -2.003 -1.128
N 0.739 0.069 -0.145
O 1.062 0.546 2.134
O -1.179 -1.519 -1.577
H 1.638 -1.163 1.273
H -0.256 1.901 -0.874
H -1.210 0.456 -0.997
H -1.180 0.946 0.497
*
```